(1)
# C3H6N2O2

The molecule C3H6N2O2 at a distorted geometry (the ωB97M-V functional and the def2-TZVPD basis, OMol25).

Structure (XYZ):
```
13
Properties=species:S:1:pos:R:3:forces:R:3
O 0.123 1.987 -1.048 0.318 -0.609 -0.013
O -0.983 -0.709 1.060 0.314 0.044 0.266
N -1.988 1.347 -0.554 -0.288 -0.278 -0.027
N 1.704 -1.704 0.665 -0.249 1.338 -1.037
C 1.160 -0.455 -0.077 1.863 -3.203 2.577
C -0.650 1.194 -0.559 -0.629 -0.132 1.770
C -0.198 -0.131 0.370 -1.154 2.166 -3.030
H -2.415 2.187 -0.914 0.141 -0.118 -0.094
H -2.563 0.657 -0.098 0.063 0.097 0.066
H 1.186 -0.684 -1.143 -0.142 0.346 0.036
H 1.674 -1.551 1.670 -0.090 0.060 -0.210
H 1.110 -2.506 0.473 -0.010 0.241 0.037
H 1.839 0.369 0.155 -0.139 0.048 -0.341
```
Positions in Å, forces in eV/Å.

HOMO level, eV: -9.21
E, Eh: -377.9016
SMILES string: NCC(=O)C(N)=O
Gap between HOMO and LUMO, eV: 9.6
Total charge: 0

(2)
# C3H6N2O2

The molecule C3H6N2O2 (the ωB97M-V functional and the def2-TZVPD basis, OMol25).

Structure (XYZ):
```
13
Properties=species:S:1:pos:R:3:forces:R:3
O -1.201 1.299 0.611 -0.062 -0.544 0.046
O 1.334 -0.324 1.190 -0.580 0.025 -0.171
N -1.621 -0.488 -0.784 -0.426 0.274 -0.195
N 0.938 0.709 -0.757 0.506 0.135 -0.068
C 1.719 0.510 0.221 -0.158 0.176 -0.415
C -0.005 -0.810 0.873 0.630 0.043 0.319
C -0.858 0.224 0.149 -0.715 -0.446 0.382
H 1.062 1.551 -1.298 0.599 -0.069 -0.315
H 2.703 0.960 0.351 -0.166 -0.035 0.378
H 0.129 -1.705 0.263 -0.138 0.153 0.030
H -0.590 -1.053 1.768 0.712 -0.004 0.154
H -2.471 0.001 -0.998 -0.120 0.246 -0.434
H -1.139 -0.873 -1.587 -0.082 0.045 0.289
```
Positions in Å, forces in eV/Å.

HOMO level, eV: -9.49
E, Eh: -377.8756
SMILES string: [H]/N=C/OCC(N)=O
Gap between HOMO and LUMO, eV: 10.4
Total charge: 0

(3)
# C3H6N2O2

A cluster of 2 separate species, C3H6N2O2 in total at a distorted geometry (the ωB97M-V functional and the def2-TZVPD basis, OMol25).

Structure (XYZ):
```
13
Properties=species:S:1:pos:R:3:forces:R:3
O 3.030 2.872 -0.422 -0.844 -0.170 -0.351
O -2.280 -1.365 -0.400 0.235 -0.184 0.920
N 0.705 2.342 -0.333 1.072 0.705 -0.462
N -0.171 -0.321 -0.160 -1.936 1.797 -0.908
C 0.356 -1.243 0.787 1.108 1.957 0.073
C 1.895 2.562 -0.447 -0.586 -0.262 0.737
C -1.349 -0.377 -0.622 0.511 -1.617 1.075
H 0.456 -2.100 0.220 1.157 -2.322 -0.688
H -2.077 -1.970 0.369 0.082 1.104 -1.228
H 0.163 1.479 -0.467 0.776 -0.025 0.211
H 1.301 -0.775 1.165 -0.672 -1.019 -0.245
H -1.748 0.372 -1.286 -0.016 0.060 -0.289
H -0.281 -1.477 1.596 -0.888 -0.025 1.156
```
Positions in Å, forces in eV/Å.

HOMO level, eV: -10.18
E, Eh: -377.8801
SMILES string: C/N=C\O.N=C=O
Gap between HOMO and LUMO, eV: 10.5
Total charge: 0

For each record above, in turn, the calculated ΔE to the lowest compared entry with this formula, charge and spin values are 36.3, 52.5, 49.7 kcal/mol.